{
  "formula": "C2H6N2OS",
  "method": "wB97M-V/def2-TZVPD",
  "mol_weight_g_mol": 106.1,
  "e_above_lowest_kj_mol": 428.76,
  "e_homo_ev": -9.7365,
  "e_tot_ha": -662.603568,
  "multiplicity": 1,
  "orbital_gap_ev": 9.46,
  "species": ["C", "C", "N", "N", "O", "S", "H", "H", "H", "H", "H", "H"],
  "positions_angstrom": [[0.4035, -0.0145, 1.5460], [0.0918, 1.1405, -0.5907], [-0.0764, -1.2835, -0.6287], [-0.3930, 0.1594, 0.3555], [-1.1858, -2.2277, -2.5456], [-1.3472, -1.3921, -1.3955], [0.2427, 0.7525, 2.2515], [0.0768, -0.8567, 2.1521], [1.5650, -0.0742, 1.2898], [0.9525, 0.6023, -1.0480], [-0.6081, 1.2357, -1.3648], [0.2783, 1.9584, -0.0215]],
  "forces_ev_per_angstrom": [[2.61, -1.20, -1.14], [1.23, -4.00, -0.41], [1.12, 2.81, 3.21], [-1.00, -3.20, -1.11], [-0.36, -0.92, -0.95], [-1.32, 0.40, -0.24], [-0.21, 1.68, 0.30], [0.14, -0.55, -0.61], [-2.23, -0.03, 0.70], [0.29, 1.37, 0.09], [-1.13, 0.73, -0.91], [0.85, 2.92, 1.09]],
  "mulliken_charge": [-0.699, -0.933, -0.214, -0.166, -0.455, 0.482, 0.338, 0.279, 0.266, 0.441, 0.236, 0.425]
}